Record 1
The following is a DFT calculation (ωB97M-V with the def2-TZVPD basis set) of a molecular structure, C30H42N8OS2SiZr.

Net charge ... +2
HOMO level ... -0.5028 Ha
ΔE to the lowest compared entry with this formula, charge and spin ... 0.000 eV
Spin multiplicity ... 1
LUMO ... -6.414 eV
Kohn-Sham gap ... 7.27 eV

Last column: Löwdin charge in e.
CARTESIAN COORDINATES (ANGSTROEM)
Zr  -1.16146  0.01695  0.37157  1.3446
C  -6.84850  0.51474  2.60809  -0.0754
C  -5.77888  0.99979  3.57032  -0.2170
N  -4.52900  0.24393  3.45443  -0.0013
C  -3.62347  0.46430  2.50610  -0.7425
S  -2.19626  -0.58114  2.56747  0.6602
N  -3.82435  1.42359  1.63549  0.0201
N  -2.80397  1.54191  0.73031  -0.1248
C  -2.72737  2.66724  0.09138  -0.2512
C  -3.61218  3.83863  0.33937  0.0078
C  -1.74322  2.73080  -1.01801  -0.2287
C  -1.60703  3.84534  -1.83046  0.0317
C  -0.74068  3.78490  -2.91414  0.0054
C  -0.03912  2.61662  -3.16361  -0.0083
C  -0.21328  1.54942  -2.30127  -0.1039
N  -1.04125  1.60559  -1.25664  -0.0748
H  -7.77374  1.06516  2.77257  0.0829
H  -6.53970  0.67209  1.57488  0.0577
H  -7.05660  -0.54511  2.75364  0.0799
H  -5.54241  2.04980  3.40127  0.1120
H  -6.10326  0.90274  4.60526  0.1244
H  -4.36947  -0.52361  4.08596  0.1284
H  -4.33828  3.61713  1.11213  0.0761
H  -3.00976  4.69778  0.64425  0.1094
H  -4.13478  4.11714  -0.57771  0.1042
H  -2.17024  4.74273  -1.62658  0.1243
H  -0.62873  4.64280  -3.56265  0.1310
H  0.62866  2.52212  -4.00723  0.1259
H  0.32147  0.61648  -2.44962  0.1242
C  -4.36711  0.28300  -1.93204  -0.0019
C  -3.65482  -1.01958  -1.75370  -0.2800
C  -4.16182  -2.20523  -2.24615  -0.0031
C  -3.45677  -3.38947  -2.05042  0.0003
C  -2.26345  -3.39594  -1.35526  0.0002
C  -1.80271  -2.17888  -0.86949  -0.4335
N  -2.48345  -1.03188  -1.08211  -0.0051
N  -0.65336  -1.94481  -0.09916  -0.2475
Si  0.00824  -3.25848  0.95437  0.4124
C  1.11774  -4.34500  -0.05864  -0.1513
C  1.03245  -2.40518  2.27269  -0.1686
C  -1.42506  -4.20184  1.68528  -0.1620
H  -5.01024  0.48689  -1.07277  0.0901
H  -4.99035  0.25448  -2.82331  0.0964
H  -3.66000  1.10367  -2.03249  0.0630
H  -5.09219  -2.19859  -2.79480  0.1265
H  -3.84694  -4.31474  -2.45337  0.1294
H  -1.70154  -4.30371  -1.20116  0.1064
H  1.88590  -3.77149  -0.58041  0.0157
H  0.57401  -4.93016  -0.80150  0.0368
H  1.61936  -5.05658  0.60210  0.0514
H  2.09439  -2.45252  2.02225  0.0306
H  0.90261  -2.92751  3.22237  0.0487
H  0.79149  -1.35680  2.47973  -0.0154
H  -1.60207  -5.14249  1.16398  0.0418
H  -2.35764  -3.63535  1.68663  0.0224
H  -1.19827  -4.44512  2.72520  0.0436
C  6.15513  1.49665  2.25910  -0.0875
C  5.99951  0.42247  1.19049  -0.2178
C  4.72870  -0.39835  1.34919  -0.1338
N  3.52469  0.45745  1.31581  0.0717
C  2.40032  0.29047  0.66628  -0.7579
S  1.04701  1.26592  1.14667  0.6584
N  2.29453  -0.59133  -0.36245  0.1120
C  3.22155  -0.95608  -1.39462  -0.3926
O  3.05100  -2.01489  -1.93321  0.1414
C  4.23865  0.04307  -1.79375  -0.1775
C  3.99189  1.41171  -1.70438  -0.0415
C  4.94840  2.30998  -2.14996  -0.0566
C  6.14849  1.83920  -2.66841  -0.0485
C  6.38955  0.47467  -2.76295  -0.0420
C  5.42945  -0.42899  -2.33917  -0.0031
H  7.14175  1.95276  2.21014  0.0851
H  6.03683  1.08380  3.26292  0.0850
H  5.43772  2.31175  2.13639  0.0711
H  6.83555  -0.27771  1.23800  0.1265
H  6.01890  0.86324  0.19239  0.0906
H  4.70402  -0.89695  2.32194  0.1383
H  4.63755  -1.16158  0.58268  0.1157
H  3.50327  1.19238  2.01220  0.1310
H  1.39968  -1.06463  -0.47750  0.0793
H  3.05161  1.78145  -1.31180  0.1002
H  4.76148  3.37364  -2.09591  0.1136
H  6.89768  2.54076  -3.00937  0.1182
H  7.32230  0.11745  -3.17664  0.1196
H  5.59126  -1.49485  -2.42844  0.1317

***

Record 2
The following is a DFT calculation (ωB97M-V with the def2-TZVPD basis set) of 5 unconnected molecules or ions with the total composition C30H43BF5N3O15 in a non-equilibrium geometry.

Net charge ... 0
HOMO level ... -0.3083 Ha
ΔE to the lowest compared entry with this formula, charge and spin ... 14.989 eV
Spin multiplicity ... 1
LUMO ... -2.110 eV
Kohn-Sham gap ... 6.28 eV

Last column: Löwdin charge in e.
CARTESIAN COORDINATES (ANGSTROEM)
C  5.59709  -2.42557  1.81591  -0.1038
C  4.15071  -2.40215  0.97618  -0.3630
C  4.56119  -2.09893  -0.59064  -0.1206
C  3.30883  -1.13078  1.57616  -0.1187
N  1.79992  -1.17804  1.22773  -0.1067
N  1.47119  -2.20413  0.41059  0.0794
C  0.04785  -2.37759  0.03632  0.0734
C  -1.05352  -1.33180  0.62291  0.0715
C  -2.65220  -1.55262  0.24487  -0.3968
O  -3.35656  -2.61286  0.70771  -0.1216
O  -3.41482  -0.56243  -0.58569  -0.2202
C  -0.62005  -0.06811  1.57302  0.1279
B  -1.67437  1.04895  2.15673  -0.4489
N  -2.54411  0.89174  3.39253  0.1185
O  -1.74820  2.35382  1.41050  0.0208
C  1.02715  -0.06556  1.86752  0.0186
C  1.71751  1.08406  2.84258  -0.1220
C  2.47868  2.21540  1.88991  -0.1537
C  3.89837  2.58723  2.63505  -0.0852
C  5.03785  3.21867  1.59966  -0.1668
F  4.93777  2.63476  0.23911  0.0053
F  4.90024  4.72031  1.52261  -0.0052
C  6.56435  2.90883  2.19532  -0.1405
F  7.08384  1.57728  1.74607  0.0070
F  6.58990  2.90008  3.70295  0.0113
F  7.56493  3.92428  1.77543  0.0351
H  5.42415  -3.16990  2.70378  0.0877
H  6.51061  -2.71666  1.13845  0.0942
H  5.72625  -1.34853  2.31451  0.0771
H  3.67102  -3.45331  1.16166  0.1356
H  5.42255  -1.27225  -0.57617  0.0895
H  5.04207  -3.04041  -1.10967  0.0940
H  3.68560  -1.61286  -1.22234  0.0821
H  3.47071  -1.14804  2.75683  0.1425
H  3.78401  -0.15152  1.08559  0.1422
H  -0.30889  -3.27141  -0.65004  0.1502
H  -2.45616  1.82460  3.89572  0.0976
H  -2.10505  0.16593  4.03581  0.0942
H  -2.63685  2.78455  1.59981  0.1162
H  2.52656  0.63478  3.58760  0.1122
H  0.93866  1.64679  3.52270  0.1349
H  1.75292  3.16248  1.90831  0.1475
H  2.60623  1.75315  0.82260  0.1183
H  4.40970  1.66649  3.17526  0.1282
H  3.70103  3.39699  3.46466  0.1510
C  -6.70569  -3.31801  1.90648  -0.0168
C  -7.07769  -2.57138  3.17162  -0.3524
C  -6.12972  -1.46503  3.52325  -0.1132
O  -6.29288  -1.36301  4.92767  0.0558
C  -6.67337  -2.60313  5.36193  -0.5088
O  -6.72426  -2.93977  6.53154  0.1255
O  -6.98462  -3.41612  4.30617  0.0841
H  -7.29873  -4.23442  1.81407  0.0860
H  -6.87300  -2.69846  1.02114  0.0946
H  -5.65432  -3.62634  1.92150  0.0797
H  -8.11245  -2.21261  3.10507  0.1595
H  -6.38526  -0.52124  3.03406  0.1445
H  -5.08073  -1.70385  3.31560  0.1374
C  -6.31185  1.80028  -3.94160  -0.0278
C  -5.29910  2.20041  -2.88771  -0.3394
C  -5.60449  1.66747  -1.52059  -0.1161
O  -4.96353  2.61100  -0.67895  0.0552
C  -4.94291  3.79143  -1.36990  -0.5097
O  -4.63728  4.86802  -0.88882  0.1163
O  -5.31613  3.60144  -2.67262  0.0825
H  -6.16087  2.38111  -4.85804  0.0858
H  -6.23060  0.73634  -4.18055  0.0841
H  -7.33518  2.00441  -3.60723  0.0945
H  -4.28873  1.92385  -3.21411  0.1647
H  -5.19766  0.66552  -1.35955  0.1130
H  -6.67352  1.66313  -1.28039  0.1414
C  -6.57368  -0.58004  -10.10143  -0.0216
C  -6.70151  0.30683  -8.87932  -0.3536
C  -5.52654  0.23341  -7.95176  -0.1082
O  -6.10184  0.59320  -6.70718  0.0350
C  -7.41841  0.22751  -6.77178  -0.4975
O  -8.17863  0.21289  -5.82007  0.1375
O  -7.76563  -0.12411  -8.04782  0.0894
H  -7.53270  -0.64961  -10.62627  0.0900
H  -5.82065  -0.19085  -10.79217  0.0905
H  -6.29485  -1.60252  -9.82310  0.0903
H  -6.91241  1.33919  -9.18529  0.1626
H  -4.73017  0.93039  -8.22629  0.1450
H  -5.10482  -0.77343  -7.85717  0.1433
C  11.22211  1.10283  1.88000  -0.0149
C  10.45721  -0.19774  1.73895  -0.3551
C  9.62849  -0.54644  2.93809  -0.1168
O  9.54454  -1.95851  2.84642  0.0555
C  10.67115  -2.36903  2.18804  -0.5040
O  11.03052  -3.52894  2.09128  0.1382
O  11.34269  -1.30166  1.65679  0.0873
H  11.96291  1.20038  1.07891  0.0915
H  10.54659  1.96185  1.84266  0.0854
H  11.77669  1.13736  2.82441  0.0919
H  9.85576  -0.18171  0.82142  0.1618
H  8.63264  -0.09632  2.90604  0.1215
H  10.10648  -0.29170  3.89054  0.1442